ORCA calculation (wB97M-V/def2-TZVPD) on the molecule C17H21N7O3S3.

* highest occupied orbital energy: -0.312 Ha
* HOMO-LUMO gap: 0.32023 hartree
* energy above the lowest of the compared OMol25 structures with the same formula, charge and spin: 2.7 kJ/mol
* total energy: -67050.8475 eV
* multiplicity: 1

Each line ends with the Mulliken charge.
Atoms and positions in Å:
1 C 0.9603 6.2122 -1.7774  -1.17
2 C -0.3389 6.1811 -0.9827  -0.39
3 H -0.1383 6.4408 0.0568  0.24
4 H -1.0337 6.9169 -1.3916  0.40
5 C -0.9979 4.8042 -1.0313  -0.65
6 C -0.2017 3.7402 -0.3497  -0.17
7 N -0.3138 2.5169 -0.8496  -0.26
8 C 0.3395 1.5322 -0.2522  -0.07
9 C 1.1648 1.7849 0.8568  0.01
10 C 1.2200 3.1110 1.3004  0.67
11 N 0.5285 4.0789 0.7040  -0.46
12 N 2.0053 3.4125 2.3717  0.02
13 C 2.7397 2.4540 3.0492  0.50
14 O 3.4260 2.7465 3.9997  -0.64
15 N 2.6561 1.1515 2.5892  -0.01
16 C 1.9027 0.7309 1.5066  1.17
17 O 1.8672 -0.4301 1.1399  -0.72
18 C 3.4373 0.1679 3.3189  -1.13
19 H 4.4900 0.4481 3.3027  0.33
20 H 3.1033 0.1250 4.3552  0.32
21 H 3.2903 -0.7930 2.8313  0.37
22 C 2.0956 4.7751 2.8594  -1.03
23 H 1.6135 5.4195 2.1303  0.31
24 H 3.1439 5.0422 2.9859  0.34
25 H 1.5972 4.8588 3.8256  0.31
26 S 0.1983 -0.0919 -0.8398  -0.01
27 C -1.0642 0.1921 -2.1452  -0.84
28 C -2.4194 0.1371 -1.5068  0.39
29 O -3.1563 1.0820 -1.3739  -0.61
30 N -2.8082 -1.0929 -1.0027  -0.07
31 C -2.1704 -2.2953 -1.0596  0.39
32 N -1.1647 -2.6017 -1.8004  -0.18
33 N -0.7406 -3.8471 -1.6585  -0.51
34 C -1.4107 -4.5369 -0.8031  0.43
35 S -1.1040 -6.1776 -0.3818  -0.14
36 C 0.3546 -6.5047 -1.4344  -0.39
37 C -0.0202 -6.6851 -2.8905  -1.00
38 H 0.8687 -6.9376 -3.4641  0.30
39 H -0.4365 -5.7620 -3.2852  0.31
40 H -0.7492 -7.4842 -3.0055  0.29
41 H 0.7903 -7.4113 -1.0155  0.38
42 H 1.0322 -5.6643 -1.2965  0.29
43 S -2.7281 -3.6401 -0.0450  -0.25
44 H -3.6837 -1.0734 -0.4926  0.23
45 H -0.9234 -0.6074 -2.8676  0.59
46 H -0.8983 1.1815 -2.5650  0.48
47 H -1.1773 4.4869 -2.0591  0.38
48 H -1.9692 4.8430 -0.5297  0.24
49 H 1.6719 5.4993 -1.3677  0.27
50 H 0.7781 5.9558 -2.8188  0.32
51 H 1.4068 7.2030 -1.7403  0.37

ORCA calculation (wB97M-V/def2-TZVPD) on the molecule C17H21NO5.

* highest occupied orbital energy: -0.307 Ha
* HOMO-LUMO gap: 0.32383 hartree
* energy above the lowest of the compared OMol25 structures with the same formula, charge and spin: 141.1 kJ/mol
* total energy: -29697.2546 eV
* multiplicity: 1

Each line ends with the Mulliken charge.
Atoms and positions in Å:
1 C -6.3155 -1.4021 1.4262  -1.31
2 H -6.6868 -1.2537 2.4378  0.39
3 C -5.0556 -0.5742 1.2033  -0.46
4 H -5.2937 0.4851 1.3134  0.26
5 H -4.3227 -0.8288 1.9732  0.39
6 C -4.4122 -0.8138 -0.1717  0.12
7 C -3.0385 -0.1913 -0.2126  0.50
8 C -2.8623 1.1823 -0.0924  -0.19
9 C -1.6061 1.7563 -0.1238  -0.97
10 C -0.4827 0.9515 -0.2781  1.05
11 C -0.6446 -0.4254 -0.3983  -0.75
12 C -1.9076 -0.9835 -0.3652  -0.96
13 H -2.0141 -2.0549 -0.4602  0.31
14 H 0.2240 -1.0589 -0.5181  0.37
15 N 0.8209 1.4616 -0.3171  -0.05
16 C 1.2402 2.7437 -0.2449  0.63
17 O 0.5419 3.7258 -0.1393  -0.67
18 C 2.7670 2.8863 -0.3165  -0.52
19 H 3.0121 3.5324 -1.1648  0.34
20 H 3.1149 3.3694 0.6044  0.36
21 O 3.4384 1.6431 -0.4869  -0.34
22 C 4.3369 1.2916 0.4683  0.56
23 O 4.5871 1.9653 1.4295  -0.58
24 C 4.9416 -0.0164 0.1638  0.21
25 C 4.7576 -0.6679 -0.9995  -0.23
26 O 5.2719 -1.8853 -1.2804  -0.40
27 C 5.8560 -2.5221 -0.1600  -0.40
28 H 6.5096 -3.3040 -0.5484  0.33
29 C 6.6309 -1.5010 0.6790  -0.45
30 H 7.0809 -1.9678 1.5552  0.34
31 O 5.7567 -0.5061 1.1565  -0.38
32 H 7.4127 -1.0474 0.0551  0.28
33 H 5.0681 -2.9694 0.4582  0.28
34 H 4.1803 -0.2549 -1.8092  0.55
35 H 1.5505 0.7676 -0.4287  -0.10
36 H -1.4879 2.8226 -0.0300  0.52
37 H -3.7205 1.8252 0.0291  0.25
38 C -5.2763 -0.2764 -1.3147  -1.56
39 H -6.2154 -0.8198 -1.3751  0.46
40 H -5.4959 0.7784 -1.1712  0.27
41 H -4.7538 -0.3916 -2.2621  0.40
42 H -4.3000 -1.8955 -0.3079  0.48
43 H -6.1063 -2.4614 1.2912  0.32
44 H -7.1016 -1.1149 0.7329  0.32

ORCA calculation (wB97M-V/def2-TZVPD) on the molecule C17H22BF3N2O4.

* highest occupied orbital energy: -0.337 Ha
* HOMO-LUMO gap: 0.34841 hartree
* energy above the lowest of the compared OMol25 structures with the same formula, charge and spin: 76.5 kJ/mol
* total energy: -37987.5637 eV
* multiplicity: 1

Each line ends with the Mulliken charge.
Atoms and positions in Å:
1 O -0.3377 -1.3080 -1.7268  -0.49
2 O 3.5307 0.1974 -1.1167  -0.65
3 F -5.4357 0.3684 1.9074  -0.27
4 F -4.1294 -1.2735 1.2955  -0.25
5 F -3.6888 -0.2405 3.1799  -0.25
6 O 1.1892 1.9079 2.1712  -0.68
7 O 0.7727 -0.1646 0.9628  -0.38
8 B 1.0802 1.1598 1.0114  0.66
9 C 0.4371 -2.2928 -1.6043  0.78
10 C 2.4775 0.0771 -1.7189  0.78
11 C -1.1402 -3.3974 -0.1154  -0.69
12 C -0.0980 -3.4487 -0.9096  -0.49
13 C -2.8869 0.6017 -0.1986  -0.83
14 C -2.4848 1.7808 1.8258  -1.06
15 C -1.9667 1.3795 -0.7899  -0.23
16 C -1.5636 2.6232 1.1864  1.15
17 C -3.1663 0.7637 1.1406  -0.10
18 C -1.2362 2.3039 -0.1278  0.31
19 N 1.7745 -2.1822 -1.9220  0.26
20 N 1.4252 0.9444 -1.4937  -0.19
21 C -0.9449 3.6839 2.0184  -1.72
22 C -4.1546 -0.1199 1.9548  0.97
23 C 2.2438 -1.0327 -2.7017  -1.28
24 C 2.7298 -2.6246 0.2826  -0.87
25 C 2.7904 -2.8929 -1.2319  -0.59
26 C 0.1211 2.8699 -0.6289  -1.82
27 C 1.3128 1.9309 -0.3879  0.18
28 H 0.9077 1.3716 2.9276  0.28
29 H 0.5468 -0.3313 0.0218  -0.06
30 H -1.4791 -4.2893 0.4249  0.27
31 H -1.6691 -2.5121 0.1773  0.11
32 H 0.4083 -4.3873 -1.1632  0.35
33 H -3.3254 -0.1747 -0.7336  0.51
34 H -2.6491 1.8885 2.8532  0.47
35 H -1.6787 1.1227 -1.7726  0.43
36 H 0.5450 0.7792 -1.9751  0.21
37 H -1.0470 4.5873 1.4933  0.48
38 H -1.3797 3.6699 2.9939  0.40
39 H 0.1451 3.6063 2.0126  0.39
40 H 1.5040 -0.7050 -3.3869  0.40
41 H 3.0732 -1.3442 -3.3246  0.58
42 H 1.7601 -2.8357 0.7430  0.23
43 H 3.4604 -3.2725 0.8327  0.44
44 H 3.0165 -1.5988 0.5157  0.17
45 H 2.7459 -4.0315 -1.3301  0.32
46 H 3.7510 -2.4876 -1.6529  0.33
47 H 0.1005 3.1832 -1.6388  0.55
48 H 0.3594 3.7830 -0.1115  0.47
49 H 2.2529 2.3637 -0.1693  0.41

ORCA calculation (wB97M-V/def2-TZVPD) on a cluster of 6 separate species, C17H22BF5NO17S in total.

* highest occupied orbital energy: -0.471 Ha
* net charge: +1
* HOMO-LUMO gap: 0.34513 hartree
* total energy: -79378.2784 eV
* multiplicity: 1

Each line ends with the Mulliken charge.
Atoms and positions in Å:
1 N 1.5603 -2.6201 2.8521  -0.60
2 C 1.3550 -3.5422 2.0336  -0.05
3 C 0.6829 -3.3713 0.6793  -0.37
4 S -0.8425 -2.4167 0.6897  0.13
5 B -2.2788 -3.4699 1.3419  0.57
6 O -2.0871 -4.7185 1.6667  -0.35
7 O -3.4923 -2.8789 1.3666  -0.41
8 H 1.2236 -1.7166 2.5048  0.20
9 H 1.7237 -4.5175 2.2995  0.49
10 H 0.5030 -4.3353 0.2273  0.50
11 H 1.3600 -2.8276 0.0380  0.21
12 H -0.6780 -1.4777 1.6353  0.02
13 H -2.9208 -5.2181 1.4873  0.35
14 H -3.4388 -1.9627 1.6784  0.29
15 C 5.6626 -1.8370 0.0899  -0.42
16 C 4.2107 -2.2431 0.1437  0.40
17 O 4.2467 -3.6070 -0.2149  -0.30
18 C 5.4771 -4.0919 0.1671  0.59
19 O 5.7457 -5.2349 0.2512  -0.47
20 O 6.3157 -3.0629 0.4436  -0.30
21 F 3.4497 -1.5715 -0.7665  -0.33
22 H 5.9593 -1.5390 -0.9164  0.29
23 H 5.9150 -1.0446 0.7886  0.30
24 H 3.7526 -2.1418 1.1298  0.24
25 C -1.1000 2.6140 2.1328  -0.42
26 C -0.0972 2.5001 3.2556  0.32
27 O 0.5660 1.2734 2.9342  -0.30
28 C 0.4952 1.1209 1.5918  0.56
29 O 1.1583 0.3491 0.9675  -0.45
30 O -0.4158 1.9504 1.0538  -0.23
31 F -0.6920 2.3814 4.4576  -0.28
32 H -2.0240 2.0807 2.3572  0.25
33 H -1.3373 3.6401 1.8685  0.27
34 H 0.6387 3.3034 3.2960  0.32
35 C -0.3988 3.0272 -3.5269  -0.46
36 C 0.7049 3.9534 -3.0728  0.29
37 O 0.0229 4.8111 -2.1643  -0.17
38 C -1.0118 4.0968 -1.6391  0.64
39 O -1.6175 4.4152 -0.6718  -0.51
40 O -1.2413 2.9821 -2.3648  -0.37
41 F 1.1995 4.6911 -4.0896  -0.28
42 H -0.9546 3.4456 -4.3661  0.30
43 H -0.0451 2.0341 -3.7879  0.29
44 H 1.5288 3.4605 -2.5543  0.28
45 C 0.8558 7.4352 -0.1008  -0.11
46 C 0.9870 8.0819 -1.4514  0.45
47 O 1.8547 9.1703 -1.1967  -0.35
48 C 2.6441 8.8158 -0.1357  0.59
49 O 3.6345 9.3680 0.1848  -0.47
50 O 2.1289 7.7186 0.4904  -0.34
51 F -0.2030 8.5522 -1.8994  -0.29
52 H 0.0655 7.8910 0.4970  0.29
53 H 0.6824 6.3649 -0.1630  -0.01
54 H 1.4298 7.4415 -2.2163  0.26
55 C -6.2493 -6.8972 -1.3150  -0.43
56 C -4.9230 -6.7289 -2.0189  0.31
57 O -4.0956 -6.2179 -0.9746  -0.28
58 C -4.5997 -6.6821 0.1967  0.74
59 O -4.0122 -6.6572 1.2351  -0.64
60 O -5.8320 -7.1752 0.0330  -0.31
61 F -4.9828 -5.8236 -3.0180  -0.27
62 H -6.8334 -5.9771 -1.3299  0.29
63 H -6.8484 -7.7106 -1.7123  0.28
64 H -4.4878 -7.6534 -2.3988  0.28

What is the highest occupied orbital energy in the first record?
-0.312 Ha

Repeat the third record exactly.
ORCA calculation (wB97M-V/def2-TZVPD) on the molecule C17H22BF3N2O4.

* highest occupied orbital energy: -0.337 Ha
* HOMO-LUMO gap: 0.34841 hartree
* energy above the lowest of the compared OMol25 structures with the same formula, charge and spin: 76.5 kJ/mol
* total energy: -37987.5637 eV
* multiplicity: 1

Each line ends with the Mulliken charge.
Atoms and positions in Å:
1 O -0.3377 -1.3080 -1.7268  -0.49
2 O 3.5307 0.1974 -1.1167  -0.65
3 F -5.4357 0.3684 1.9074  -0.27
4 F -4.1294 -1.2735 1.2955  -0.25
5 F -3.6888 -0.2405 3.1799  -0.25
6 O 1.1892 1.9079 2.1712  -0.68
7 O 0.7727 -0.1646 0.9628  -0.38
8 B 1.0802 1.1598 1.0114  0.66
9 C 0.4371 -2.2928 -1.6043  0.78
10 C 2.4775 0.0771 -1.7189  0.78
11 C -1.1402 -3.3974 -0.1154  -0.69
12 C -0.0980 -3.4487 -0.9096  -0.49
13 C -2.8869 0.6017 -0.1986  -0.83
14 C -2.4848 1.7808 1.8258  -1.06
15 C -1.9667 1.3795 -0.7899  -0.23
16 C -1.5636 2.6232 1.1864  1.15
17 C -3.1663 0.7637 1.1406  -0.10
18 C -1.2362 2.3039 -0.1278  0.31
19 N 1.7745 -2.1822 -1.9220  0.26
20 N 1.4252 0.9444 -1.4937  -0.19
21 C -0.9449 3.6839 2.0184  -1.72
22 C -4.1546 -0.1199 1.9548  0.97
23 C 2.2438 -1.0327 -2.7017  -1.28
24 C 2.7298 -2.6246 0.2826  -0.87
25 C 2.7904 -2.8929 -1.2319  -0.59
26 C 0.1211 2.8699 -0.6289  -1.82
27 C 1.3128 1.9309 -0.3879  0.18
28 H 0.9077 1.3716 2.9276  0.28
29 H 0.5468 -0.3313 0.0218  -0.06
30 H -1.4791 -4.2893 0.4249  0.27
31 H -1.6691 -2.5121 0.1773  0.11
32 H 0.4083 -4.3873 -1.1632  0.35
33 H -3.3254 -0.1747 -0.7336  0.51
34 H -2.6491 1.8885 2.8532  0.47
35 H -1.6787 1.1227 -1.7726  0.43
36 H 0.5450 0.7792 -1.9751  0.21
37 H -1.0470 4.5873 1.4933  0.48
38 H -1.3797 3.6699 2.9939  0.40
39 H 0.1451 3.6063 2.0126  0.39
40 H 1.5040 -0.7050 -3.3869  0.40
41 H 3.0732 -1.3442 -3.3246  0.58
42 H 1.7601 -2.8357 0.7430  0.23
43 H 3.4604 -3.2725 0.8327  0.44
44 H 3.0165 -1.5988 0.5157  0.17
45 H 2.7459 -4.0315 -1.3301  0.32
46 H 3.7510 -2.4876 -1.6529  0.33
47 H 0.1005 3.1832 -1.6388  0.55
48 H 0.3594 3.7830 -0.1115  0.47
49 H 2.2529 2.3637 -0.1693  0.41

Which formula does entry 1 have?
C17H21N7O3S3